9 unconnected molecules or ions with the total composition C46H117N7O18 in a non-equilibrium geometry, computed with ωB97M-V with the def2-TZVPD basis set.

Last column: Mulliken charge in e.
Cartesian coordinates (Å):
1 C 3.13919 3.74674 2.87248  -0.80
2 O 3.31649 2.30769 3.13981  -0.05
3 C 3.79583 2.11998 4.48854  -1.25
4 C 3.72680 0.56621 4.88760  0.00
5 N 4.75186 -0.04901 4.03206  -0.33
6 C 4.40681 -1.51777 4.01285  -0.27
7 C 5.61191 -2.29391 3.49031  -0.99
8 O 5.53345 -2.50122 2.06389  -0.30
9 C 6.12656 -1.47096 1.32138  -0.32
10 H 4.11254 4.23304 2.93724  0.34
11 H 2.39158 4.19215 3.52882  0.29
12 H 2.85047 3.77607 1.82182  0.12
13 H 3.07892 2.67807 5.09077  0.58
14 H 4.80471 2.50839 4.62790  0.32
15 H 2.73103 0.15466 4.72284  -0.09
16 H 4.02917 0.41780 5.92425  0.42
17 H 4.64580 0.39502 3.13112  0.07
18 H 3.48793 -1.60042 3.43236  0.23
19 H 4.26249 -1.82764 5.04786  0.45
20 H 5.47477 -3.29842 3.89063  0.43
21 H 6.57827 -1.94727 3.85653  0.39
22 H 7.21174 -1.40191 1.39694  0.34
23 H 5.75193 -0.52187 1.70481  -0.07
24 H 5.91364 -1.54964 0.25528  0.24
25 C 3.24860 -2.72212 -1.08481  -0.84
26 O 1.88541 -2.81142 -0.68111  -0.10
27 C 0.95165 -2.46422 -1.66775  -0.01
28 C -0.42171 -2.85951 -1.17272  -1.35
29 N -1.47173 -2.51186 -2.09252  2.41
30 C -2.72896 -3.22387 -1.79225  0.39
31 C -3.77059 -2.76111 -2.79614  -1.24
32 O -4.00779 -1.40245 -2.57497  0.16
33 C -4.60388 -0.76239 -3.73556  -1.28
34 H 3.62473 -3.54579 -1.69159  0.40
35 H 3.85584 -2.76813 -0.18079  0.02
36 H 3.53942 -1.83899 -1.65368  0.42
37 H 1.30672 -2.91508 -2.59445  0.26
38 H 1.04723 -1.39226 -1.84060  -0.13
39 H -0.62857 -2.38665 -0.21266  -0.10
40 H -0.43883 -3.94403 -1.06491  0.32
41 H -1.58320 -1.51461 -2.20726  -0.04
42 H -2.98268 -2.93596 -0.77204  -0.93
43 H -2.62474 -4.30804 -1.74964  0.45
44 H -4.73647 -3.25563 -2.69314  0.61
45 H -3.36981 -2.88627 -3.80204  0.50
46 H -3.90477 -0.67522 -4.56728  0.35
47 H -5.04075 0.20953 -3.50622  0.31
48 H -5.43961 -1.35495 -4.10777  0.43
49 C 2.41082 2.82750 -3.69773  -0.30
50 O 1.84902 3.99511 -4.34588  -0.36
51 C 1.70720 5.06237 -3.39909  -0.14
52 C 1.59427 6.42029 -4.14957  -0.94
53 N 2.86081 6.66083 -4.94669  -0.29
54 C 2.79255 7.74046 -5.93935  -0.68
55 C 4.00738 7.54492 -6.93648  -0.54
56 O 4.53577 6.22897 -6.89649  -0.30
57 C 5.53463 6.09206 -7.86245  -0.78
58 H 2.78291 2.16191 -4.47661  0.33
59 H 1.67806 2.20751 -3.18124  -0.12
60 H 3.23563 3.07899 -3.03099  0.26
61 H 2.53546 5.07713 -2.69067  0.14
62 H 0.85879 5.08330 -2.71510  0.39
63 H 1.35346 7.33600 -3.60961  0.39
64 H 0.80204 6.43032 -4.89816  0.38
65 H 3.19832 5.84513 -5.43741  0.34
66 H 2.78632 8.72676 -5.47538  0.31
67 H 1.87626 7.73263 -6.52964  0.32
68 H 4.80052 8.24840 -6.68321  0.35
69 H 3.68233 7.83997 -7.93417  0.36
70 H 6.43855 6.62462 -7.56677  0.31
71 H 5.17199 6.48922 -8.81054  0.31
72 H 5.85807 5.06111 -8.00607  0.25
73 C -1.16615 -7.91534 2.45987  -0.66
74 O -1.58407 -7.32320 1.27761  -0.34
75 C -2.55765 -6.30480 1.39552  -0.86
76 C -1.91420 -4.84975 1.43067  0.99
77 N -1.14670 -4.61392 2.64969  -0.17
78 C -0.79682 -3.20197 2.85948  0.01
79 C 0.27407 -2.94134 4.01009  -0.07
80 O 1.51444 -3.62614 4.01150  -0.50
81 C 2.04766 -3.82719 2.77840  -0.50
82 H -2.00836 -8.41042 2.94327  0.30
83 H -0.71636 -7.19637 3.14461  0.26
84 H -0.43873 -8.70392 2.26727  0.23
85 H -3.23461 -6.42414 2.24145  0.42
86 H -3.13229 -6.46651 0.48353  0.35
87 H -2.75362 -4.16126 1.33350  -0.09
88 H -1.33413 -4.66405 0.52672  -0.45
89 H -0.35934 -5.24597 2.62363  0.23
90 H -1.75432 -2.69895 2.99456  0.59
91 H -0.31972 -2.86249 1.94011  -0.37
92 H -0.21062 -3.06323 4.97875  0.47
93 H 0.52780 -1.88582 4.10804  -0.21
94 H 1.55906 -4.66070 2.27379  0.23
95 H 3.10036 -4.10974 2.76926  0.41
96 H 2.01850 -2.98460 2.08753  0.01
97 C -1.64785 1.03064 -2.15937  -1.09
98 O -0.90120 -0.01561 -2.81096  0.05
99 C -0.70707 0.19551 -4.23033  -0.97
100 C 0.07915 -1.00575 -4.88869  -0.71
101 N -0.73267 -2.24148 -4.90646  -0.29
102 C 0.04231 -3.42285 -5.26196  -0.60
103 C -0.64542 -4.81877 -4.99119  -0.06
104 O 0.29649 -5.79799 -5.45756  -0.33
105 C 0.06963 -7.15704 -5.21275  -0.67
106 H -1.13769 1.98026 -2.32080  0.27
107 H -1.92017 0.81209 -1.12681  0.23
108 H -2.60250 0.94584 -2.67856  0.23
109 H -0.12973 1.09262 -4.45386  0.45
110 H -1.62401 0.23216 -4.81853  0.30
111 H 1.06414 -1.24387 -4.48718  0.29
112 H 0.29414 -0.68357 -5.90755  0.56
113 H -1.15889 -2.34570 -3.99674  -0.17
114 H 0.94350 -3.39610 -4.64940  0.11
115 H 0.35167 -3.33602 -6.30354  0.40
116 H -1.57241 -4.82826 -5.56451  0.34
117 H -0.84031 -4.88364 -3.92073  -0.08
118 H 0.99621 -7.72701 -5.28103  0.25
119 H -0.52201 -7.68599 -5.95993  0.26
120 H -0.17877 -7.23785 -4.15451  0.27
121 C -8.64795 1.21553 -1.09193  -0.77
122 O -7.89350 0.47454 -0.19838  -0.37
123 C -7.13905 -0.60091 -0.75443  -0.02
124 C -6.60350 -1.49435 0.37696  -0.93
125 N -5.75920 -0.79617 1.32842  -0.31
126 C -4.35877 -0.75475 0.91841  0.78
127 C -3.40718 0.05420 1.83226  -0.50
128 O -3.55597 1.52196 1.83160  -0.13
129 C -4.71852 1.96599 2.40365  -1.07
130 H -8.87245 2.18545 -0.64813  0.26
131 H -9.52963 0.63955 -1.37297  0.27
132 H -7.97056 1.46561 -1.90845  0.31
133 H -6.34776 -0.21778 -1.39877  0.00
134 H -7.76111 -1.24967 -1.37108  0.48
135 H -6.02713 -2.35735 0.04360  0.34
136 H -7.37574 -2.00905 0.94864  0.37
137 H -6.21136 0.10557 1.27833  0.24
138 H -4.29312 -0.28190 -0.06149  0.43
139 H -3.86803 -1.72789 0.90204  -0.67
140 H -2.34154 -0.07758 1.64484  -0.21
141 H -3.52681 -0.33543 2.84319  0.34
142 H -4.64892 3.03018 2.62892  0.31
143 H -5.04267 1.36943 3.25638  0.46
144 H -5.53312 1.87318 1.68538  0.20
145 C -0.65478 3.26147 1.90295  -0.84
146 O -0.00127 2.41076 2.80571  0.10
147 C -0.69733 1.76422 3.80778  1.50
148 C -1.25304 2.75908 4.86099  -0.73
149 N -1.85302 2.08411 6.01341  -0.39
150 C -3.18205 1.52182 5.71627  0.55
151 C -3.64619 0.60133 6.86355  -0.59
152 O -4.90828 0.02800 6.55988  -0.29
153 C -5.75355 -0.15096 7.76707  -0.77
154 H -0.77315 4.20984 2.42707  0.35
155 H -1.62194 2.85973 1.60078  0.07
156 H -0.13742 3.51375 0.97732  0.18
157 H -0.15066 1.01569 4.38132  0.41
158 H -1.53202 1.21204 3.37592  -1.32
159 H -1.96820 3.43794 4.39644  0.40
160 H -0.39971 3.31007 5.25637  0.26
161 H -2.02664 2.82230 6.68050  0.30
162 H -3.13025 0.90401 4.81977  -0.56
163 H -3.95155 2.27550 5.54909  0.22
164 H -3.72187 1.16652 7.79249  0.39
165 H -2.89594 -0.17448 7.01637  0.28
166 H -6.53712 -0.88291 7.57128  0.22
167 H -6.20262 0.80009 8.05332  0.31
168 H -5.11014 -0.54649 8.55300  0.33
169 O 6.56224 5.66121 -0.79687  -0.55
170 C 6.68385 4.23045 -0.73634  -0.84
171 C 5.51848 3.51856 -0.06264  0.18
172 O 4.50585 3.15895 -0.96951  -0.43
173 H 5.95795 5.91010 -1.50008  0.31
174 H 6.89101 3.92139 -1.76088  0.31
175 H 7.62115 4.00082 -0.22954  0.36
176 H 5.06046 4.06390 0.76254  0.18
177 H 5.85670 2.59906 0.41510  0.08
178 H 3.83023 2.65293 -0.51224  0.65
179 O 1.45134 0.02279 2.30731  0.92
180 C 1.05639 -0.00993 0.99358  0.56
181 C 2.25203 0.49336 0.20732  0.35
182 O 2.73138 1.84065 0.58536  -0.56
183 H 1.25023 0.89595 2.65193  -0.77
184 H 0.72165 -1.00775 0.71000  -0.42
185 H 0.21280 0.66771 0.86219  -0.74
186 H 1.91142 0.59401 -0.82320  -0.15
187 H 3.12282 -0.15478 0.30596  -0.08
188 H 3.12300 1.81878 1.46157  0.36

For the HOMO energy, the calculation gives -0.3003 Eh. The LUMO energy is 0.5 eV. The gap between HOMO and LUMO comes out at 0.31910 Ha. As for the multiplicity: 1. Its structure (SMILES) is COCCNCCOC.COCCNCCOC.COCCNCCOC.COCCNCCOC.COCCNCCOC.COCCNCCOC.COCCNCCOC.OCCO.OCCO. Its net charge is 0.

=====

2 unconnected molecules or ions with the total composition C17H13Br2N2O2 in a non-equilibrium geometry, computed with ωB97M-V with the def2-TZVPD basis set.

Last column: natural (NBO) charge in e.
Cartesian coordinates (Å):
1 C 3.00135 4.55068 4.96194  -0.25
2 O 1.65595 4.31971 4.50257  -0.50
3 C 1.22457 3.05919 4.24216  0.35
4 C 2.01392 1.88775 4.37264  -0.33
5 C 1.50810 0.67811 3.93413  -0.18
6 C 0.19578 0.55871 3.38901  -0.08
7 C -0.28390 -0.64869 2.81655  -0.02
8 C 0.50654 -1.61661 2.18161  -0.17
9 C -0.02519 -2.93337 1.94672  -0.14
10 C 0.60849 -3.84434 1.15711  -0.19
11 Br -0.11024 -5.54912 0.82552  0.07
12 C 1.92894 -3.53754 0.51923  0.43
13 O 2.52153 -4.34113 -0.20371  -0.57
14 C 2.48687 -2.19167 0.83482  -0.18
15 Br 4.14272 -1.74777 0.04751  0.06
16 C 1.81083 -1.31907 1.63883  -0.17
17 C -0.62584 1.72154 3.41198  -0.14
18 C -0.11646 2.93831 3.78667  -0.28
19 H 3.04253 5.63327 5.08702  0.20
20 H 3.18596 4.05382 5.92469  0.18
21 H 3.74563 4.22854 4.21953  0.18
22 H 3.02581 1.93578 4.78291  0.21
23 H 2.13372 -0.21189 3.99961  0.22
24 H -1.36822 -0.77489 2.77262  0.29
25 H -0.97250 -3.19084 2.41965  0.23
26 H 2.26871 -0.35786 1.85310  0.23
27 H -1.65226 1.61314 3.06098  0.27
28 H -0.71544 3.84374 3.74585  0.23
29 N -5.05392 0.48435 0.84028  -0.55
30 C -4.24403 0.49210 -0.26191  -0.16
31 C -2.90594 0.25071 0.18036  -0.17
32 N -2.92689 0.11376 1.53767  -0.62
33 C -4.24103 0.24723 1.91806  0.05
34 H -4.57339 0.66277 -1.28086  0.17
35 H -2.01813 0.18597 -0.43814  0.17
36 H -4.58075 0.17370 2.94394  0.16

For the HOMO energy, the calculation gives -0.1356 Eh. The LUMO energy is 1.2 eV. The gap between HOMO and LUMO comes out at 0.18147 Ha. As for the multiplicity: 1. Its net charge is -1.

=====

8 unconnected molecules or ions with the total composition C23H47BBr16NO3 in a non-equilibrium geometry, computed with ωB97M-V with the def2-TZVPD basis set.

Last column: Mulliken charge in e.
Cartesian coordinates (Å):
1 C -1.55160 0.61689 -2.49173  -0.53
2 C -1.06038 1.58486 -3.58677  -0.68
3 C -0.70320 2.89437 -2.90848  0.45
4 O -1.53499 3.50025 -2.40889  -0.45
5 O 0.57100 3.42281 -2.91751  -0.59
6 C 1.59041 2.42167 -2.60987  -0.12
7 C 2.53368 2.83659 -1.47943  -1.17
8 C 1.87097 3.42253 -0.24342  -0.42
9 N 1.32578 4.78739 -0.54754  -0.35
10 B 0.73123 2.54808 0.21062  0.45
11 C 0.96328 1.03793 0.74602  0.16
12 O -0.63518 2.97918 0.25570  -0.48
13 H -1.21329 -0.40108 -2.65611  0.05
14 H -2.63620 0.64452 -2.46850  0.45
15 H -1.20860 0.88821 -1.49607  0.06
16 H -0.16077 1.21251 -4.06801  0.36
17 H -1.85426 1.78097 -4.28965  0.45
18 H 2.20799 2.28327 -3.48107  0.77
19 H 1.18338 1.44156 -2.37438  0.11
20 H 3.02645 1.91634 -1.15219  0.20
21 H 3.34853 3.47630 -1.84442  0.38
22 H 1.45871 5.39897 0.23951  0.17
23 H 1.75775 5.16416 -1.37808  0.09
24 H 0.53520 0.92813 1.74281  -0.74
25 H 0.48422 0.29688 0.10422  0.17
26 H 2.03548 0.85450 0.86093  0.01
27 H -0.66596 3.69832 0.88692  0.13
28 Br -0.25568 -2.24104 -1.02951  -0.05
29 C -1.33843 -3.83345 -0.75780  -0.44
30 C -1.84257 -4.38737 -2.06176  -0.60
31 Br -3.32509 -3.33428 -2.75767  -0.17
32 H -2.13552 -3.56000 -0.07362  0.16
33 H -0.67670 -4.54631 -0.27068  0.37
34 H -2.24693 -5.38796 -1.92066  0.37
35 H -1.08200 -4.41099 -2.83493  0.39
36 Br 4.31680 6.13242 -4.90986  -0.17
37 C 3.62508 4.91743 -6.27180  -0.61
38 C 2.12121 4.93398 -6.31308  -0.80
39 Br 1.34085 3.91157 -4.79097  0.20
40 H 4.03186 3.93642 -6.05096  0.35
41 H 4.04973 5.27772 -7.20773  0.35
42 H 1.76431 4.43828 -7.21895  0.35
43 H 1.70506 5.93588 -6.26534  0.38
44 Br -2.39699 -0.01954 1.77446  -0.05
45 C -3.78472 0.33573 0.46591  -0.49
46 C -5.12558 -0.14121 0.94867  -0.49
47 Br -5.29092 -2.07728 0.80157  -0.18
48 H -3.47237 -0.13213 -0.46330  0.08
49 H -3.78593 1.41696 0.33962  0.42
50 H -5.92328 0.25822 0.32572  0.42
51 H -5.31752 0.11296 1.98574  0.31
52 Br 6.66456 1.70837 -3.59074  -0.09
53 C 7.25267 0.23726 -4.72121  -0.61
54 C 8.33083 0.65634 -5.68761  -0.60
55 Br 7.61501 1.66357 -7.18838  -0.15
56 H 6.36665 -0.15373 -5.21065  0.36
57 H 7.64112 -0.50852 -4.03026  0.32
58 H 8.79921 -0.21739 -6.13627  0.36
59 H 9.09206 1.27763 -5.22833  0.38
60 Br 3.10938 -1.25329 0.22857  -0.02
61 C 3.72798 -2.59691 -1.03691  -0.51
62 C 4.71082 -2.06451 -2.04540  -0.65
63 Br 3.86563 -1.03181 -3.46232  -0.15
64 H 2.83788 -3.01810 -1.49562  0.29
65 H 4.21038 -3.35272 -0.41912  0.35
66 H 5.19305 -2.89146 -2.56370  0.41
67 H 5.46777 -1.42257 -1.60529  0.36
68 Br -3.77497 0.58294 5.49260  -0.09
69 C -2.16546 0.63799 6.58610  -0.48
70 C -1.08519 1.46895 5.94534  -0.68
71 Br -0.22313 0.51232 4.49150  -0.17
72 H -1.86420 -0.39069 6.75423  0.21
73 H -2.47942 1.08226 7.52989  0.36
74 H -0.29134 1.67589 6.66015  0.39
75 H -1.45221 2.40390 5.53518  0.41
76 Br -6.57173 -6.15219 2.56531  -0.14
77 C -4.95678 -6.08990 3.65030  -0.57
78 C -3.87675 -5.27250 2.99178  -0.33
79 Br -3.02935 -6.25523 1.53833  -0.12
80 H -4.66228 -7.11781 3.83254  0.37
81 H -5.26058 -5.63005 4.58814  0.35
82 H -3.07687 -5.06027 3.69745  0.31
83 H -4.24057 -4.34011 2.57091  0.11
84 Br -6.36085 -2.41283 8.87892  -0.13
85 C -4.62535 -2.57352 9.74265  -0.61
86 C -3.54668 -1.89197 8.94527  -0.58
87 Br -3.02576 -2.94833 7.39884  -0.11
88 H -4.44102 -3.63251 9.88632  0.39
89 H -4.74397 -2.09301 10.71125  0.36
90 H -2.64044 -1.79156 9.53908  0.39
91 H -3.84441 -0.91605 8.57348  0.33

For the HOMO energy, the calculation gives -0.0560 Eh. The LUMO energy is 1.6 eV. The gap between HOMO and LUMO comes out at 0.11313 Ha. As for the multiplicity: 1. Its net charge is -1.

=====

Q: multiplicity of number 1 (C46H117N7O18)?
A: 1

=====

Q: What is the gap between HOMO and LUMO in the second record?
A: 0.18147 Ha